Entry 1:
{
  "formula": "C10H16O",
  "method": "wB97M-V/def2-TZVPD",
  "species": ["C", "C", "C", "C", "C", "C", "C", "O", "H", "H", "H", "H", "H", "H", "H", "H", "C", "C", "C", "H", "H", "H", "H", "H", "H", "H", "H"],
  "positions_angstrom": [[0.59, -2.24, 0.06], [-0.03, 0.15, 0.88], [-0.44, -1.08, 0.23], [-1.01, 0.99, 1.33], [-2.34, 0.67, 1.21], [-1.75, -1.36, 0.19], [-2.76, -0.42, 0.47], [-3.26, 1.48, 1.70], [1.01, 0.38, 0.95], [-0.88, 1.88, 1.94], [1.69, -1.78, -0.11], [0.44, -3.02, -0.65], [-2.02, -2.36, 0.24], [-2.74, 2.31, 1.92], [-3.76, -0.82, 0.28], [0.51, -2.82, 1.04], [3.00, 0.50, -1.06], [3.69, 1.58, -1.94], [2.32, -0.43, -2.17], [2.02, 0.85, -0.57], [3.70, -0.01, -0.53], [4.19, 2.45, -1.35], [4.63, 1.00, -2.31], [3.11, -1.10, -2.69], [3.20, 2.21, -2.50], [1.70, 0.15, -2.87], [1.79, -1.25, -1.67]],
  "total_energy_ha": -465.754707,
  "relative_energy_kcal_mol": 89.79,
  "lumo_energy_ha": 0.030,
  "homo_ha": -0.308,
  "molar_mass_g_mol": 152.24,
  "smiles": "Cc1ccc(O)cc1.CCC"
}



Entry 2:
{
  "formula": "C10H16O3Si",
  "method": "wB97M-V/def2-TZVPD",
  "species": ["C", "C", "C", "C", "C", "C", "C", "C", "C", "C", "O", "O", "O", "Si", "H", "H", "H", "H", "H", "H", "H", "H", "H", "H", "H", "H", "H", "H", "H", "H"],
  "positions_angstrom": [[1.83, -2.12, 1.40], [1.73, -3.38, 2.15], [0.64, -2.65, -0.63], [1.67, -3.80, -0.53], [-2.48, 2.22, -0.61], [-1.48, 1.77, -1.65], [-2.40, 1.22, 0.52], [0.77, -1.61, 0.49], [2.10, -3.70, 0.92], [1.47, 2.33, 1.08], [-0.10, 1.96, -1.29], [-1.06, 0.92, 1.01], [0.92, -0.26, 0.07], [0.30, 1.24, 0.17], [2.60, -1.45, 1.72], [1.87, -3.73, 3.11], [0.63, -2.28, -1.69], [-0.38, -3.15, -0.42], [1.10, -4.72, -0.59], [2.54, -3.53, -1.17], [-2.31, 3.28, -0.15], [-3.46, 2.31, -1.05], [-1.66, 0.74, -1.72], [-1.60, 2.47, -2.55], [-2.93, 1.58, 1.44], [-2.68, 0.20, 0.19], [-0.05, -1.49, 1.10], [2.20, 1.70, 1.48], [1.77, 3.11, 0.42], [1.01, 2.86, 1.96]],
  "total_energy_ha": -905.794972,
  "relative_energy_kcal_mol": 16.00,
  "lumo_energy_ha": 0.032,
  "homo_ha": -0.288,
  "molar_mass_g_mol": 212.32,
  "smiles": "C[Si]1(O[C@H]2CCC3=C[C@@H]32)OCCCO1"
}



Entry 3:
{
  "formula": "C10H17AuNO5",
  "method": "wB97M-V/def2-TZVPD",
  "species": ["Au", "O", "C", "O", "C", "O", "N", "C", "C", "H", "H", "H", "H", "C", "C", "H", "H", "H", "C", "O", "C", "C", "O", "C", "H", "H", "H", "H", "H", "H", "H", "H", "H", "H"],
  "positions_angstrom": [[1.11, 0.12, -0.38], [-0.96, -1.10, 0.52], [-2.15, -1.08, 0.20], [-1.20, 1.80, 0.51], [-2.31, 1.46, 0.16], [-3.30, 2.35, -0.10], [-2.83, 0.13, -0.06], [-4.55, 1.65, -0.35], [-4.27, 0.17, -0.24], [-4.90, 1.93, -1.35], [-5.27, 1.98, 0.42], [-4.57, -0.37, -1.14], [-4.78, -0.26, 0.63], [-2.90, -2.35, 0.10], [-2.27, -3.47, 0.49], [-3.94, -2.33, -0.25], [-1.24, -3.44, 0.81], [-2.79, -4.42, 0.49], [2.91, -1.77, 1.23], [2.94, -1.07, -0.04], [4.10, -0.25, -0.29], [3.94, 1.19, 0.20], [2.64, 1.75, -0.13], [2.55, 2.63, -1.28], [2.02, -2.42, 1.20], [2.82, -1.06, 2.08], [3.83, -2.38, 1.32], [4.97, -0.73, 0.19], [4.21, -0.28, -1.38], [3.95, 1.22, 1.30], [4.73, 1.84, -0.21], [3.39, 3.36, -1.26], [2.55, 2.05, -2.21], [1.59, 3.14, -1.18]],
  "total_energy_ha": -957.573533,
  "total_charge": 1,
  "lumo_energy_ha": -0.131,
  "homo_ha": -0.457,
  "molar_mass_g_mol": 428.21
}



Entry 4:
{
  "formula": "C10H17Br2N2O4S",
  "method": "wB97M-V/def2-TZVPD",
  "species": ["C", "C", "Br", "C", "Br", "N", "C", "C", "C", "C", "C", "C", "N", "C", "H", "H", "H", "H", "H", "H", "H", "H", "H", "H", "H", "H", "H", "H", "H", "H", "H", "O", "S", "O", "O", "O"],
  "positions_angstrom": [[2.69, -2.10, -1.08], [1.75, -0.88, -0.66], [-0.20, -1.28, -0.75], [2.24, 0.38, -0.25], [4.18, 0.78, -0.17], [1.23, 1.38, 0.15], [1.06, 1.78, 1.42], [-0.17, 2.83, 1.46], [-1.00, 2.10, 0.26], [-2.36, 2.75, -0.22], [-3.66, 1.94, 0.32], [-3.54, 0.37, 0.08], [-4.83, -0.33, 0.47], [0.25, 2.08, -0.76], [2.54, -2.35, -2.18], [2.28, -3.00, -0.49], [3.77, -1.94, -0.79], [1.63, 1.41, 2.33], [-0.76, 2.61, 2.40], [0.18, 3.89, 1.26], [-0.98, 1.03, 0.63], [-2.44, 2.68, -1.36], [-2.44, 3.85, 0.06], [-4.54, 2.30, -0.31], [-3.79, 2.12, 1.43], [-3.30, 0.07, -0.98], [-2.74, -0.13, 0.74], [-4.71, -1.34, 0.26], [-4.81, -0.31, 1.50], [0.09, 1.61, -1.78], [0.65, 3.15, -0.82], [3.45, -4.87, 0.57], [4.34, -5.49, -0.43], [4.03, -4.94, -1.77], [4.14, -6.96, -0.44], [5.75, -5.19, -0.09]],
  "total_energy_ha": -6347.709117,
  "total_charge": -1,
  "lumo_energy_ha": -0.012,
  "homo_ha": -0.083,
  "molar_mass_g_mol": 421.13
}



Entry 5:
{
  "formula": "C10H17Br3CuF7OP2",
  "method": "wB97M-V/def2-TZVPD",
  "species": ["C", "C", "Br", "C", "Br", "P", "Br", "C", "C", "O", "C", "F", "F", "F", "P", "C", "C", "C", "F", "F", "C", "F", "F", "H", "H", "H", "H", "H", "H", "H", "H", "H", "H", "H", "H", "H", "H", "H", "H", "H", "Cu"],
  "positions_angstrom": [[0.12, -3.39, 0.71], [0.31, -2.47, -0.55], [0.31, -3.80, -2.05], [-0.83, -1.35, -0.64], [-1.71, -1.76, -2.39], [-0.11, 0.50, -0.52], [-0.32, 0.62, -2.88], [0.84, 2.18, -0.48], [2.39, 2.01, -0.62], [2.99, 1.28, 0.43], [2.92, 1.61, -2.00], [2.41, 2.35, -2.96], [2.88, 0.32, -2.29], [4.25, 1.93, -2.01], [0.13, 0.33, 1.73], [1.46, -0.87, 2.21], [-1.41, -0.23, 2.61], [-1.84, 1.39, -0.40], [-1.96, 2.28, -1.44], [-1.83, 2.24, 0.67], [-3.22, 0.73, -0.42], [-3.72, 0.64, -1.77], [-3.53, -0.36, 0.26], [-0.15, -4.41, 0.42], [1.09, -3.48, 1.21], [-0.57, -2.96, 1.44], [1.35, -2.13, -0.53], [-1.47, -1.62, 0.20], [1.18, -0.11, -0.62], [0.58, 2.84, -1.31], [0.74, 2.67, 0.49], [2.75, 3.05, -0.51], [3.10, 1.84, 1.20], [1.99, -1.37, 1.39], [1.11, -1.66, 2.90], [2.22, -0.30, 2.75], [-1.22, -0.17, 3.69], [-1.74, -1.26, 2.39], [-2.27, 0.41, 2.43], [-3.91, 1.49, 0.01], [-5.31, 0.99, -2.74]],
  "total_energy_ha": -11210.486845,
  "lumo_energy_ha": -0.139,
  "homo_ha": -0.247,
  "molar_mass_g_mol": 651.44
}



Entry 6:
{
  "formula": "C10H17CeClINOP",
  "method": "wB97M-V/def2-TZVPD",
  "species": ["C", "I", "H", "H", "H", "Ce", "P", "C", "C", "H", "H", "H", "C", "H", "H", "H", "H", "H", "H", "C", "O", "Cl", "C", "C", "C", "N", "C", "C", "H", "H", "H", "H", "H"],
  "positions_angstrom": [[-0.42, -3.28, -2.14], [1.55, -1.91, -2.33], [-1.35, -2.87, -1.69], [-0.09, -4.15, -1.56], [-0.59, -3.58, -3.20], [-0.39, -1.01, -0.18], [-0.04, 1.40, -1.78], [1.37, 1.99, -2.75], [-1.19, 0.95, -3.17], [-1.48, 2.74, -0.35], [-0.97, 3.66, -1.81], [0.18, 3.37, -0.46], [-0.64, 2.94, -1.04], [-2.18, 0.69, -2.75], [-1.27, 1.79, -3.87], [0.95, 2.56, -3.61], [1.96, 1.13, -3.11], [-0.79, 0.06, -3.69], [2.01, 2.64, -2.14], [1.61, 0.74, 0.33], [2.58, 1.37, 0.45], [-2.90, -0.56, -0.44], [0.38, -1.20, 4.91], [0.33, 0.13, 4.42], [0.09, 0.36, 3.08], [-0.03, -0.69, 2.21], [0.00, -1.96, 2.67], [0.21, -2.25, 4.02], [0.55, -1.37, 5.97], [0.49, 0.99, 5.08], [-0.03, 1.34, 2.65], [-0.17, -2.76, 1.92], [0.26, -3.27, 4.35]],
  "total_energy_ha": -2094.503286,
  "total_charge": 3,
  "lumo_energy_ha": [-0.509, -0.508],
  "homo_ha": [-0.736, -0.736],
  "molar_mass_g_mol": 500.70
}



Entry 7:
{
  "formula": "C10H17Cl",
  "method": "wB97M-V/def2-TZVPD",
  "species": ["Cl", "C", "C", "C", "C", "C", "C", "C", "C", "C", "C", "H", "H", "H", "H", "H", "H", "H", "H", "H", "H", "H", "H", "H", "H", "H", "H", "H"],
  "positions_angstrom": [[-0.88, -2.77, -0.33], [4.62, 1.80, 0.37], [1.33, 2.73, -0.98], [3.63, 2.02, -0.51], [2.11, 1.97, -0.12], [-1.84, -1.66, 1.96], [-2.15, -0.38, -0.13], [1.59, 1.52, 1.19], [0.12, 0.99, 1.29], [0.16, -0.46, 0.70], [-1.22, -1.19, 0.57], [4.41, 1.25, 1.28], [5.71, 2.01, 0.09], [0.22, 2.95, -0.87], [1.73, 3.08, -1.91], [3.94, 2.34, -1.55], [-1.09, -2.20, 2.53], [-1.99, -0.72, 2.57], [-2.76, -2.25, 1.82], [-1.74, 0.04, -0.98], [-2.46, 0.43, 0.50], [-3.06, -0.88, -0.43], [1.69, 2.32, 2.00], [2.25, 0.75, 1.67], [-0.31, 0.98, 2.28], [-0.47, 1.70, 0.66], [0.56, -0.47, -0.27], [0.73, -1.07, 1.42]],
  "total_energy_ha": -851.347119,
  "relative_energy_kcal_mol": 25.74,
  "lumo_energy_ha": 0.030,
  "homo_ha": -0.326,
  "molar_mass_g_mol": 172.70,
  "smiles": "C=CC(=C)CCCC(C)(C)Cl"
}



Entry 8:
{
  "formula": "C10H17Cl2NSc",
  "method": "wB97M-V/def2-TZVPD",
  "species": ["Sc", "Cl", "Cl", "C", "H", "H", "C", "C", "H", "C", "H", "C", "H", "H", "C", "H", "H", "C", "H", "H", "H", "H", "C", "C", "C", "N", "H", "H", "H", "H", "H"],
  "positions_angstrom": [[-0.72, 0.38, 0.54], [0.33, 1.31, 2.40], [-2.74, -0.23, -0.62], [-1.07, 2.26, -0.36], [-2.00, 2.35, -0.90], [-0.86, 3.15, 0.21], [0.84, 0.17, -1.01], [0.14, 1.47, -1.19], [0.62, -0.85, -0.48], [1.26, 2.58, -1.15], [-0.21, 1.37, -2.17], [2.43, 2.25, -2.14], [0.72, 3.43, -1.45], [1.70, 2.69, -0.12], [3.06, 0.91, -1.80], [2.01, 2.20, -3.17], [3.17, 3.07, -2.15], [1.96, -0.11, -2.05], [3.98, 0.75, -2.35], [3.29, 0.93, -0.72], [1.56, -0.06, -3.10], [2.42, -1.10, -1.94], [-3.39, -3.54, 3.01], [-1.87, -3.38, 3.09], [-1.40, -2.36, 2.22], [-1.02, -1.49, 1.53], [-3.90, -2.61, 3.30], [-3.72, -4.32, 3.69], [-3.69, -3.81, 2.00], [-1.53, -3.10, 4.09], [-1.37, -4.31, 2.78]],
  "total_energy_ha": -2127.141760,
  "total_charge": -1,
  "relative_energy_kcal_mol": 0.00,
  "lumo_energy_ha": 0.088,
  "homo_ha": -0.081,
  "molar_mass_g_mol": 267.11
}



In eV/A, the max |F| values for the records above are, in order, 8.576 3.613 2.195 3.319 3.250 6.283 3.928 5.126.